The following is a DFT calculation (wB97M-V/def2-TZVPD) of C24H26Cl2F12HfO14P2 as an isolated structure at a distorted geometry.

Each line ends with the Löwdin charge.
Geometry (Å):
F1 -0.3304 0.8679 0.0575  -0.17
H1 -4.0523 -0.0888 3.5229  0.06
C1 -1.9510 -1.0353 -5.7882  -0.17
H2 1.8397 -1.3048 1.3801  0.06
H3 -3.6737 2.1321 -6.4999  0.12
O1 0.6585 2.2682 -2.0440  -0.13
C2 2.0969 0.4484 4.7650  0.07
F2 -2.8629 3.2525 -3.7618  -0.18
H4 -1.3112 -2.7858 -3.8359  0.12
C3 1.7971 -0.2875 5.8763  -0.22
F3 -0.8526 -2.0846 -1.2924  -0.13
O2 3.4476 2.6842 -2.1726  0.10
C4 -2.6218 2.3646 -6.6664  -0.05
H5 -2.7479 0.0951 -7.3825  0.15
H6 -1.6102 -0.5887 5.1170  0.13
C5 3.1604 -2.6455 1.6604  -0.18
H7 -2.6292 -1.9916 2.5359  0.06
F4 -3.9030 1.3688 -1.3256  -0.11
C6 1.3119 2.8607 -1.1302  -0.20
O3 1.6299 1.4969 2.6420  0.08
F5 -2.8489 1.1681 -3.4837  -0.22
O4 -1.1482 0.6782 2.9889  0.06
Hf1 -0.5883 1.5497 -3.9163  2.05
H8 4.3079 2.2739 -2.0582  0.14
O5 2.7217 -0.5844 6.8259  0.10
C7 1.1764 0.8587 3.6107  -0.26
H9 -3.8817 -0.1096 1.7043  0.05
H10 5.2179 -6.5489 2.9422  0.11
Cl1 -4.3407 -2.8820 4.0148  0.52
H11 2.4606 -4.6212 4.2740  0.14
C8 1.2174 4.2787 0.9373  -0.19
H12 -2.6104 3.3897 -6.2960  0.10
F6 0.8935 -0.5110 -0.9368  -0.14
C9 3.3595 3.9065 -0.2098  0.11
H13 2.2898 -1.1049 7.5071  0.11
C10 2.6997 4.4363 1.0286  -0.24
C11 -0.2145 0.3986 3.9460  -0.21
O6 -0.0070 -1.4677 7.0611  0.09
P1 -3.4033 2.4028 -2.5124  0.25
C12 4.2839 -3.3033 1.2400  0.07
Cl2 -6.0715 -0.6423 2.4526  0.52
C13 2.7837 3.1279 -1.1167  -0.25
C14 -1.9029 0.1838 -6.6997  -0.16
O7 -1.7707 1.4258 -5.9810  -0.31
H14 -2.4418 2.3184 -7.7404  0.11
H15 -1.6300 -1.8096 -6.4850  0.14
F7 -3.8137 3.6877 -1.6013  -0.11
H16 4.4270 4.0641 -0.2537  0.14
C15 -0.6303 -2.0954 -4.3338  -0.06
H17 0.2341 -1.9468 -3.6867  0.09
P2 -0.6633 -0.6155 -0.5812  0.33
C16 -0.5607 -0.3502 5.0270  0.08
F8 -0.3411 -1.1496 0.9346  -0.14
H18 1.1014 5.4192 2.4914  0.12
O8 -1.1325 -0.7852 -4.6536  -0.27
H19 -0.0971 -2.6030 -5.1376  0.11
H20 3.1307 0.7112 4.5959  0.12
C17 2.9420 -4.3750 3.3390  0.08
C18 0.4047 -0.8371 6.0411  -0.26
O9 1.4315 -2.5663 3.3960  0.14
H21 -0.7833 1.1307 2.2249  0.08
H22 -0.4223 3.4553 0.0262  0.14
O10 3.2390 5.0980 1.9261  0.15
F9 -0.9644 0.1724 -2.0224  -0.26
C19 0.6509 3.5569 -0.0384  0.07
F10 -1.8496 2.4598 -2.0653  -0.20
O11 5.5084 -5.2598 0.9576  0.10
C20 2.3644 -3.1079 2.8598  -0.31
H23 -2.9795 -1.2347 -5.4873  0.16
F11 -2.2823 -0.5173 -0.2048  -0.14
O12 0.5323 4.8729 1.9443  0.15
O13 2.7097 -1.5182 1.0349  0.07
C21 -3.7188 -2.0148 2.5497  -0.64
C22 -4.2712 -0.6099 2.5909  -0.67
F12 -4.8176 2.4620 -3.2517  -0.10
C23 4.6555 -4.6736 1.6523  -0.31
C24 3.9409 -5.1185 2.8444  -0.23
H24 4.8976 -2.9078 0.4441  0.13
O14 4.4370 -6.2438 3.4099  0.11
H25 -4.1585 -2.4784 1.6666  0.07
H26 -1.0690 0.0794 -7.3939  0.14

Atomic forces in eV per Å
-1.8571 0.7521 0.0600
0.1517 0.0071 -0.2711
-1.4018 2.1510 -1.2870
-0.5026 0.2022 0.2672
0.0397 -0.6505 0.1013
0.9644 0.3616 -1.1352
0.1693 -0.2090 -0.3972
0.9563 2.4274 -1.4796
-0.4551 0.5805 -0.1596
0.3530 -0.0461 -0.7103
0.3030 1.8809 0.8717
-0.2581 -0.9141 -1.7803
-1.4559 1.2410 -0.2198
-0.4598 0.7509 0.4460
0.0175 -0.2972 0.2092
0.0902 1.0388 -0.9631
-0.1093 -0.2152 0.0774
1.3993 1.4225 -2.3736
-0.8550 1.5805 0.8501
-1.9771 -1.3685 1.6548
0.1910 -2.1236 -0.5164
-0.2913 -0.2394 1.2937
-2.6284 -1.6346 3.6419
0.1703 0.2308 0.5651
-0.5524 0.4997 -1.2027
2.4261 -0.3401 2.0554
-0.1030 0.3573 0.2401
0.2307 0.0499 -0.5009
0.5846 -0.1158 -0.4142
0.1124 -0.6491 0.1561
0.1135 0.9595 2.6520
1.0051 -0.1485 0.1844
0.4843 -1.7631 -1.1276
0.8713 0.1061 2.0782
-0.3510 -0.3153 0.3633
1.0798 1.3925 -0.2096
-0.9626 -0.1046 -1.8428
2.1381 1.6280 -3.1048
-4.4965 1.1173 2.3005
-1.1847 0.6129 0.1008
0.3234 0.1456 -0.1068
-0.0287 -0.2612 -0.3723
0.7905 -1.4422 -0.4005
0.1558 0.0634 0.3050
0.3364 0.1417 0.1606
0.3570 -0.4965 0.7307
1.2729 -1.2429 -1.0199
0.1123 0.1398 -0.1755
2.7892 -0.5581 1.8173
-0.3963 0.1305 0.6954
-0.2319 0.2261 3.6171
0.6999 0.4920 -0.8882
-0.2601 -1.0209 -1.4957
0.7330 0.0900 0.1999
0.5212 -0.6727 -0.9129
-0.7487 0.3150 -0.8044
0.1419 0.2423 0.1799
-0.8472 -0.4807 1.6572
-2.3897 -0.0239 2.4537
0.0516 0.5990 -0.4911
0.5313 0.0997 -0.2092
-0.1552 -0.0760 -0.1919
-1.2177 -1.7629 -2.0366
-0.2159 -0.0907 -1.8934
-1.7483 -1.0395 -0.7925
1.3381 0.0129 1.2197
-1.6943 0.1381 2.2871
1.9260 -1.7596 -0.9656
0.0936 -0.0905 0.3610
2.3542 -0.1414 -0.9687
-0.3538 -1.2900 -2.1149
1.0914 -0.9471 0.2783
-0.9610 0.3257 0.5121
-0.1630 -0.0687 -0.2198
0.2831 -1.1294 0.5282
1.3246 1.7354 -2.7018
0.7485 -1.1471 0.5171
-0.2073 0.1061 -0.1869
-1.1644 0.5680 0.5689
0.3781 -0.3583 0.1376
0.4796 0.3137 0.2485

Computed properties:
- net charge = +1
- E_HOMO (alpha / beta) (eV) = -10.7960 / -10.7960
- orbital gap (alpha / beta) (hartree) = 0.169 / 0.175
- 2S+1 = 2
- maximum force (eV Å⁻¹) = 5.17

The following is a DFT calculation (wB97M-V/def2-TZVPD) of C28H24Cu3N4O8Pt as an isolated structure at a distorted geometry.

Each line ends with the natural charge from an NBO analysis.
Geometry (Å):
H1 1.5928 2.9550 -3.2066  0.18
C1 5.2652 2.1271 2.1162  -0.33
H2 -5.3656 -3.1251 -1.9558  0.23
H3 5.6312 3.5320 -0.8344  0.24
N1 3.5452 3.8115 -2.7493  -0.52
Cu1 0.2303 4.3056 -1.4800  0.93
O1 -2.6203 -0.7330 7.6930  -0.49
C2 1.2579 -0.1964 1.3527  0.51
H4 6.4545 4.8332 1.1775  0.43
C3 -2.8120 -1.3879 6.5990  0.37
C4 -2.8790 -3.0263 4.1856  0.38
N2 -2.7845 0.5214 -3.3737  -0.52
C5 -3.7536 -3.3557 5.2527  -0.20
O2 1.7139 3.0732 -0.1810  -0.88
C6 5.7223 3.4089 2.3737  -0.11
Cu2 2.9067 3.6068 1.6485  0.94
H5 -4.5439 1.3080 -4.2421  0.21
C7 -1.8857 -1.0938 5.6024  -0.30
C8 1.2473 1.9030 -0.0039  0.47
C9 1.8179 0.9944 1.0388  -0.53
O3 -2.8546 -3.6510 3.0919  -0.68
C10 -3.4500 -4.6758 0.1662  -0.34
O4 -0.8214 -1.8946 3.6544  -0.74
C11 2.6375 3.0343 -3.4688  -0.09
N3 5.8511 4.0238 1.2071  -0.51
H6 -1.4825 -4.2122 -0.7033  0.24
C12 -3.8996 0.4441 -4.1723  -0.06
H7 5.6233 4.3316 -3.0986  0.22
C13 4.5861 2.8898 -4.4801  -0.28
H8 -1.0884 -0.3660 5.5717  0.23
O5 1.6538 -0.7992 2.4279  -0.67
C14 -2.7469 -1.4386 -4.5288  -0.33
C15 -4.5725 -3.5405 -1.3517  -0.07
C16 -1.7649 -1.9526 4.4441  0.40
C17 -0.6315 0.0457 -0.3855  -0.49
H9 5.3608 2.6577 -5.1959  0.23
O6 -0.5140 -1.8881 0.6968  -0.76
C18 -0.0610 1.3517 -0.8140  0.47
C19 -1.9973 -0.5378 -3.7482  -0.10
H10 2.8996 1.6415 -5.2084  0.24
H11 -2.3925 -2.3447 -4.9977  0.23
H12 -2.4105 1.3105 -2.8662  0.43
H13 -3.2174 -5.3722 0.9583  0.25
H14 -0.9780 -0.6538 -3.4107  0.21
C20 -3.7686 -2.5652 6.3792  0.33
H15 3.3600 4.4176 -1.9629  0.41
H16 4.6151 1.2739 0.1110  0.26
H17 -4.4462 -4.1797 5.1638  0.25
H18 -2.9091 -3.0378 -2.4420  0.44
C21 -3.9780 -0.8432 -4.7303  -0.31
H19 5.0546 1.4440 2.9259  0.25
H20 -1.3696 -0.3293 -1.0790  0.23
O7 -0.6325 2.0918 -1.5892  -0.73
H21 -4.7480 -1.4262 -5.2137  0.24
H22 -5.6580 -4.5314 0.3345  0.24
N4 -3.2513 -3.5397 -1.6350  -0.51
C22 4.7645 3.7243 -3.3437  -0.10
C23 5.3991 3.2839 0.1908  -0.12
H23 2.6533 1.3553 1.6204  0.19
C24 3.2705 2.3512 -4.4838  -0.28
Pt1 0.8384 -2.8983 2.7921  0.81
C25 -0.0288 -0.6818 0.6156  0.40
C26 -4.7488 -4.2937 -0.1977  -0.32
C27 5.0308 2.0758 0.7031  -0.33
C28 -2.5578 -4.1263 -0.6508  -0.16
Cu3 -2.8271 -2.3666 1.0717  0.94
O8 -4.5676 -2.9535 7.3300  -0.43
H24 6.0349 3.8891 3.2891  0.24

Atomic forces in eV per Å
0.0025 0.0273 0.3734
-1.1280 0.6833 0.5863
0.4713 0.2140 -0.2594
-0.3747 0.1291 0.0720
-0.6223 -0.2596 -0.5047
0.1907 -1.6167 0.2432
-1.8880 -2.4722 -2.6446
-1.3488 -2.7005 3.4632
-0.3742 0.1546 -0.6018
1.4290 2.5059 3.8129
1.5810 -0.2134 -1.1494
0.8286 -0.7204 -2.1693
0.4692 0.1650 -1.7156
-0.8143 0.8179 0.0293
-0.0079 -1.2182 1.4344
0.4129 -0.8702 -0.7725
-0.3470 -0.3473 0.2061
0.6708 -1.8307 -3.9379
0.4511 -3.3468 2.2318
-0.8713 4.2885 -3.7563
-0.2751 1.1904 0.4983
-0.8258 -1.5336 3.4319
0.6932 0.5742 -0.8690
-0.3594 -0.4162 0.6296
1.1531 2.7770 0.1149
-0.1094 -0.1147 0.0228
-1.6358 -0.6176 0.6855
-0.1920 -0.0547 0.2042
1.0677 0.2760 1.4216
-0.2388 0.3708 0.9458
-0.7939 0.0536 -2.5791
2.0362 0.9721 1.2394
-1.5012 -1.0405 0.7359
-2.3048 -0.5752 1.9678
2.3498 4.4193 -1.3140
0.0355 -0.0372 0.1440
1.1290 1.6101 1.6409
0.2362 -2.4924 3.5686
0.2354 -1.8077 0.3458
-0.2807 0.2032 0.2182
0.0474 -0.0323 0.2629
-0.1765 0.0894 -0.2441
0.0781 0.2687 0.1697
-0.0813 0.1279 0.1557
-2.8092 -0.7799 5.2275
-0.2118 -0.3713 -0.2216
0.1551 -0.0848 0.1654
0.0177 -0.0297 0.0644
0.3700 0.0609 0.1383
-0.4133 1.3095 -0.0875
-0.0288 -0.3832 -0.3927
-0.2559 -0.3082 0.4557
-0.0481 2.5048 -1.7162
-0.4055 0.9220 -0.3041
0.0368 0.0219 -0.2586
-0.8052 2.0228 -1.8766
-0.3122 -1.1226 -2.6933
0.7763 -0.5916 -1.5453
0.1670 -0.0901 0.1211
0.8365 1.7250 0.4316
-0.0431 0.4381 -0.0884
-1.0358 -3.3503 -1.7633
-0.2370 0.7847 -0.7955
-0.7177 -0.7439 0.2570
2.5520 0.0948 -1.3037
0.9867 -1.1588 0.3760
2.3882 1.7105 -2.5013
0.0195 -0.1809 -0.0272

Computed properties:
- net charge = +1
- E_HOMO (alpha / beta) (eV) = -10.1826 / -9.6320
- orbital gap (alpha / beta) (hartree) = 0.191 / 0.170
- 2S+1 = 3
- maximum force (eV Å⁻¹) = 5.99

The following is a DFT calculation (wB97M-V/def2-TZVPD) of a 2-piece molecular cluster, CH6NPS overall at a distorted geometry.

Each line ends with the natural charge from an NBO analysis.
Geometry (Å):
N1 2.1872 0.6275 1.1600  -1.12
C1 -0.9497 -0.1183 -1.6802  -0.58
P1 0.7723 0.0114 0.7624  1.01
H1 -0.4484 -0.6872 -2.4749  0.18
S1 -0.8090 0.2240 2.1896  -0.29
H2 -1.1717 -0.7663 1.3643  0.13
H3 -1.0037 0.9250 -1.9506  0.17
H4 -1.8927 -0.4568 -1.2499  0.18
H5 0.9544 -1.3360 0.8153  -0.06
H6 2.3613 1.5767 1.0642  0.37

Atomic forces in eV per Å
-1.5033 -2.6387 -0.7365
0.1202 0.3447 -0.2205
1.1479 1.8057 0.0866
-0.1863 -0.1747 0.7731
0.3742 -0.1788 -0.6532
-0.9726 -0.2259 0.3440
0.2168 0.3121 0.2785
0.4602 -0.3482 0.0230
0.1106 -1.0564 0.1040
0.2324 2.1602 0.0010

Computed properties:
- E_HOMO (alpha / beta) (eV) = -8.3446 / -9.0832
- orbital gap (alpha / beta) (hartree) = 0.290 / 0.292
- maximum force (eV Å⁻¹) = 3.12
- relative energy (zero: lowest compared OMol25 entry of this formula, charge and spin) (kJ/mol) = 389.97

maximum force of number 1 (C24H26Cl2F12HfO14P2)?
5.17 eV Å⁻¹

Which formula does entry 2 have?
C28H24Cu3N4O8Pt